(1)
Formula: C40H39Cl3CsN8O4S3
Source: OMol25
Level of theory: the ωB97M-V functional and the def2-TZVPD basis

Geometry as XYZ:
```
98
Properties=species:S:1:pos:R:3:forces:R:3:lowdin_spin:R:1
Cs 0.060 -0.401 0.496 0.9962 0.3348 -1.4968 0.003
Cl -5.199 -10.265 4.893 -0.0055 0.0073 0.0014 0.000
Cl -0.410 -7.997 4.057 0.0128 0.0233 -0.0256 0.000
Cl 0.048 -4.249 5.087 0.0016 -0.0062 -0.0093 0.000
S -2.302 -4.971 6.761 -0.0535 0.0487 -0.1743 0.000
S 5.629 0.281 0.644 -0.0217 -0.2190 0.6540 0.083
S -3.745 -0.861 0.960 -0.0569 -0.0854 -0.0240 0.000
O 1.666 1.671 -4.043 0.4470 0.2588 -0.1300 0.000
O -1.305 -0.907 2.593 -0.6838 -0.4806 1.3693 0.000
O -0.507 1.477 -3.700 -0.1531 -0.1330 -0.1299 0.000
O -2.671 -4.815 2.008 0.0327 -0.2328 0.0147 0.000
N -0.314 2.412 -1.120 -0.3746 -0.1706 -0.2383 0.000
N -2.062 0.127 2.813 -0.3157 0.0903 -0.0016 0.000
N 3.746 3.290 -2.767 -0.2173 0.0004 -0.1716 0.000
N 5.280 1.699 -2.155 0.0162 0.2943 -0.2400 0.001
N 0.324 -3.610 -0.515 -0.0926 -0.0116 -0.1807 0.000
N -0.484 -5.508 0.278 -0.0404 -0.1033 -0.1497 0.000
N 3.197 -0.087 -0.280 -0.3365 -0.0999 -0.1598 0.091
N 5.000 3.533 -0.764 0.0581 0.1794 0.0009 0.006
C -3.966 1.471 2.379 -0.0848 0.0172 -0.0450 0.000
C 1.939 2.101 1.286 0.0093 0.1702 0.1999 0.062
C -2.356 -3.743 2.911 0.0888 0.1095 -0.0746 0.000
C 1.358 -4.389 -0.066 0.1571 0.1029 0.0332 0.001
C 2.344 3.628 3.216 0.0665 0.1229 0.1429 0.097
C -1.652 -4.417 5.265 -0.1187 0.0038 -0.0452 0.000
C -2.608 -4.156 4.327 0.2191 0.0001 0.1196 0.000
C 3.662 3.214 3.325 -0.0033 0.0988 0.1072 0.003
C 3.314 1.696 1.457 -0.0936 -0.1681 -0.1104 0.030
C 1.839 4.738 -3.329 0.1161 0.0831 0.1137 0.000
C -4.072 -7.125 2.699 0.1288 0.0209 0.0703 0.000
C 5.821 -2.816 -2.003 0.0310 -0.0650 -0.0142 0.081
C -3.237 0.298 2.099 0.0140 -0.1254 -0.0567 0.000
C 3.172 4.606 -2.591 0.0618 0.0108 -0.0431 0.000
C -4.851 -8.100 3.292 0.1420 -0.2691 0.2427 0.000
C 1.531 3.054 2.224 -0.0341 -0.0170 -0.2082 0.023
C -4.239 -9.029 4.127 -0.0658 0.2053 -0.1696 0.000
C 3.563 -1.929 -1.855 -0.0057 -0.0600 -0.0614 0.057
C -0.759 -4.309 -0.299 0.0042 0.1329 0.1658 0.000
C -3.560 2.394 3.306 0.0035 0.0725 0.0429 0.000
C 5.357 -0.992 -0.523 0.0143 -0.0220 0.0301 0.031
C 3.976 -0.984 -0.888 0.0677 0.0508 0.0834 0.032
C 6.258 -1.884 -1.058 0.0447 0.0433 0.0380 0.011
C -1.434 -6.447 0.822 -0.1636 0.1736 0.1897 0.000
C 0.880 -5.560 0.434 0.0991 -0.0438 0.0943 0.000
C -1.666 1.029 3.736 0.1154 0.1685 0.1493 0.000
C -3.900 -4.856 6.135 0.1439 0.0336 -0.1047 0.000
C 0.722 2.733 -2.077 0.1054 0.2056 0.3133 0.000
C -2.378 2.167 4.010 0.0258 -0.0021 0.0577 0.000
C 0.562 1.887 -3.327 0.0391 0.1161 0.1913 0.000
C -3.909 -4.411 4.852 0.0143 -0.1046 0.2454 0.000
C 0.681 4.224 -2.483 -0.0645 -0.0239 0.0065 0.000
C -2.698 -7.050 2.915 0.0770 -0.2321 0.0754 0.000
C 4.478 -2.816 -2.386 -0.0540 -0.0224 -0.0408 0.004
C -1.897 -5.978 2.211 0.1138 0.1400 -0.1065 0.000
C -2.123 -8.008 3.751 -0.1057 0.2652 -0.2216 0.000
C 4.610 2.870 -1.903 -0.0439 -0.4375 -0.2529 0.001
C -2.877 -8.994 4.366 -0.1541 -0.0346 0.0083 0.000
C 4.145 2.242 2.462 0.1308 0.0744 -0.0176 0.087
C 3.852 0.691 0.596 0.1884 -0.0389 0.0604 0.264
H -4.146 3.287 3.482 -0.0051 0.0040 0.0061 0.000
H 1.363 -6.404 0.888 0.0702 -0.1191 0.0355 0.000
H 4.293 4.143 -0.379 0.0221 -0.1093 0.0489 0.000
H 6.515 -3.526 -2.431 0.0551 -0.0486 -0.0416 0.008
H -5.917 -8.140 3.125 -0.0475 -0.0141 -0.0067 0.000
H 1.670 2.505 -1.576 -0.0421 -0.0454 -0.1184 0.000
H -4.805 -4.262 4.274 -0.1114 0.0265 -0.0696 0.000
H 1.896 4.213 -4.286 0.0327 0.0437 -0.0207 0.000
H 1.952 4.387 3.891 -0.0090 -0.0193 0.0074 0.008
H 1.660 5.794 -3.556 -0.0119 -0.0031 0.0013 0.000
H -1.999 2.858 4.747 0.0181 0.0210 -0.0023 0.000
H -4.876 1.605 1.810 0.0268 0.0082 0.0147 0.000
H -4.525 -6.370 2.073 -0.0275 0.0482 -0.0448 0.000
H -1.229 2.666 -1.480 0.0462 0.0356 0.0847 0.000
H -2.985 -2.904 2.609 0.0701 -0.0280 -0.0244 0.000
H 3.877 5.365 -2.955 0.0222 0.0533 -0.0299 0.000
H -0.977 -7.438 0.874 -0.0082 0.0567 0.0001 0.000
H -2.409 -9.715 5.019 0.0094 -0.0169 0.0171 0.000
H -2.308 -6.490 0.169 0.0212 -0.0741 0.0226 0.000
H -4.736 -5.118 6.757 -0.1253 -0.0188 0.0613 0.000
H -1.319 -3.428 2.769 -0.0778 -0.0086 0.0078 0.000
H -0.997 -5.739 2.791 -0.0934 -0.0475 0.0034 0.000
H 2.979 4.846 -1.537 -0.0591 0.0673 0.0567 0.000
H 5.382 2.929 -0.045 -0.0457 0.0067 -0.0645 0.004
H 4.838 1.130 -2.858 -0.0740 0.0032 -0.0624 0.000
H -1.766 -3.979 -0.479 -0.1730 0.0331 -0.0531 0.000
H 7.295 -1.865 -0.747 0.0535 0.0069 0.0053 -0.002
H 0.660 4.799 -1.550 -0.0032 -0.0671 -0.0059 0.000
H 2.445 2.175 -3.676 -0.1022 -0.2509 0.2178 0.000
H 2.377 -4.049 -0.132 0.1052 0.0148 -0.0268 0.000
H 5.163 1.881 2.592 -0.0026 0.0276 0.0211 0.011
H -0.108 2.883 -0.246 0.0605 -0.1455 0.1031 0.000
H 5.566 1.168 -1.342 0.0470 0.1456 -0.0673 0.001
H 2.527 -1.942 -2.165 -0.0871 -0.0095 -0.0190 0.003
H 4.141 -3.534 -3.124 -0.0276 -0.0373 -0.0392 -0.002
H -0.738 0.775 4.226 0.0388 -0.0127 -0.0912 0.000
H 4.308 3.628 4.094 0.0099 -0.0041 -0.0059 -0.003
H 0.492 3.403 2.198 -0.0258 0.0360 0.0008 -0.001
H -0.279 4.404 -2.981 0.0067 -0.0090 -0.0397 0.000
```
Positions in Å, forces in eV/Å.

Output
orbital gap (spin up / spin down)	1.98 / 4.01	eV
total charge	-2
2S+1	2
energy relative to the best compared isomer or geometry (same formula, charge and spin)	104.6	kJ/mol
F_max	1.8	eV Å⁻¹
electronic energy	-132845.3244	eV



(2)
Formula: C40H39F4N7O3
Source: OMol25
Level of theory: the ωB97M-V functional and the def2-TZVPD basis

Geometry as XYZ:
```
93
Properties=species:S:1:pos:R:3:forces:R:3:lowdin_charge:R:1
F 1.448 0.247 2.602 -0.2513 0.2311 -0.3076 0.089
F 1.996 1.924 1.279 -0.2334 -0.2544 0.3706 0.076
F -0.058 3.324 1.938 0.0228 -0.2552 0.2937 0.097
F 0.373 2.265 3.818 -0.1090 -0.0825 -0.4589 0.137
O -4.283 0.608 3.860 -0.0474 0.4704 0.1659 0.176
O -2.262 1.630 3.628 0.2163 -0.1635 -0.0931 0.117
O -3.552 1.277 1.849 -0.0210 0.1777 -0.1672 0.039
N -2.419 -4.331 -4.275 -0.0021 -0.0099 0.0013 0.046
N 0.705 -6.343 0.909 -0.0137 0.0543 0.0407 0.052
N 4.130 6.122 4.292 -0.0118 -0.0077 -0.0175 0.049
N -3.924 0.693 -1.550 0.0292 -0.0512 0.0495 0.066
N 4.193 3.539 -4.786 0.0175 0.0204 0.0294 0.055
N 0.231 2.807 -1.102 -0.0698 -0.1372 -0.0076 0.055
N -2.809 -2.932 1.302 -0.0293 0.0371 0.3351 0.054
C 0.955 1.196 1.761 0.1821 0.2805 -0.2625 -0.289
C 2.980 -6.146 1.634 0.0003 -0.0156 0.0107 -0.073
C -4.458 -0.215 -0.733 0.0897 -0.0496 -0.0281 -0.161
C -3.786 -2.604 2.148 -0.0053 0.0823 -0.0722 -0.145
C 0.645 -7.517 1.532 -0.0502 0.0049 -0.0222 -0.157
C -5.550 0.063 -3.193 -0.0309 0.0346 -0.0014 -0.072
C -1.823 -3.693 1.776 0.0458 -0.0126 -0.0659 -0.148
C -0.040 2.094 2.535 0.0003 0.5923 0.3281 -0.390
C 2.901 -7.370 2.279 0.0104 -0.0052 0.0067 -0.080
C 0.234 4.739 -2.518 0.0308 -0.0151 -0.0247 -0.066
C 0.956 4.055 -3.483 -0.0223 0.0331 -0.0144 -0.090
C -0.101 4.072 -1.349 -0.0371 -0.0117 0.1095 -0.150
C 1.858 -5.679 0.967 -0.0352 0.0260 -0.0268 -0.158
C -2.430 -4.992 -3.120 0.0027 -0.0314 -0.0208 -0.161
C -3.469 1.156 3.192 0.0434 -0.6048 -0.0537 -0.547
C 4.500 4.374 -3.796 -0.0426 -0.0143 -0.0074 -0.152
C -5.547 -1.006 -1.065 0.0159 0.0179 -0.0437 -0.060
C 6.824 3.877 -3.937 0.0153 0.0005 0.0058 -0.079
C 5.792 4.579 -3.337 0.0162 -0.0070 -0.0084 -0.067
C 2.985 4.529 2.910 0.0966 0.0209 0.0520 -0.069
C -2.354 1.938 1.391 -0.2203 0.4635 -0.0250 -0.059
C -2.500 -4.375 -1.879 -0.0084 0.0175 -0.0388 -0.070
C -2.791 -3.793 3.953 0.0239 0.0032 -0.0221 -0.071
C 6.521 3.002 -4.968 0.0054 0.0107 0.0145 -0.073
C 1.308 2.737 -3.241 -0.0062 -0.0394 -0.0115 -0.074
C 3.558 3.480 3.611 0.0314 0.0281 0.0229 -0.077
C 1.708 -8.072 2.228 0.0167 0.0090 0.0001 -0.074
C 0.921 2.162 -2.042 -0.0305 0.0021 0.0538 -0.143
C -2.563 -2.992 -1.834 0.0503 0.2139 -0.0733 -0.084
C -2.554 -2.288 -3.029 0.0556 -0.1323 -0.0173 -0.072
C -6.109 -0.858 -2.322 0.0266 -0.0622 -0.0192 -0.070
C 5.195 2.871 -5.353 -0.0542 -0.0066 -0.0395 -0.152
C -3.823 -3.002 3.475 -0.0048 -0.0032 0.0050 -0.060
C -2.480 -3.002 -4.215 -0.0239 0.0156 -0.0318 -0.161
C 3.306 5.824 3.290 -0.0212 0.0579 -0.0034 -0.154
C -4.470 0.815 -2.758 0.0277 0.0421 -0.0918 -0.169
C -1.421 1.464 2.473 0.0002 -0.4040 0.0426 -0.175
C 4.418 3.773 4.657 -0.0124 -0.0074 -0.0089 -0.071
C 4.669 5.103 4.957 0.0224 0.0256 0.0237 -0.162
C -1.770 -4.149 3.085 -0.0032 0.0004 0.0215 -0.065
H 1.877 2.174 -3.967 0.0277 0.0119 0.0062 0.095
H -1.290 0.380 2.351 0.1721 0.0351 0.0238 0.176
H -0.661 4.576 -0.568 0.0033 0.0238 -0.0166 0.102
H 1.180 1.132 -1.819 0.0141 -0.0058 -0.0331 0.104
H 3.890 -5.563 1.646 -0.0020 0.0125 -0.0057 0.101
H 3.343 2.454 3.349 -0.0183 -0.0195 -0.0111 0.093
H -2.471 -2.486 -5.169 0.0015 0.0228 0.0003 0.099
H -0.063 5.768 -2.663 -0.0096 0.0047 0.0115 0.102
H -2.504 -4.964 -0.972 0.0043 -0.0176 0.0093 0.091
H -6.952 -1.464 -2.626 -0.0075 0.0033 0.0009 0.108
H -0.944 -4.767 3.410 0.0117 -0.0076 -0.0253 0.099
H 4.920 2.197 -6.157 0.0291 -0.0097 -0.0056 0.103
H 3.755 -7.769 2.811 0.0023 -0.0012 0.0017 0.105
H -2.534 3.013 1.470 0.2268 -0.0280 -0.0730 0.148
H -2.779 -4.121 4.984 -0.0024 -0.0048 0.0006 0.107
H -5.938 0.195 -4.193 -0.0045 0.0259 -0.0005 0.102
H -5.930 -1.732 -0.361 -0.0008 0.0014 0.0110 0.101
H -1.042 -3.956 1.072 0.0284 -0.0531 0.0005 0.092
H 7.846 4.007 -3.606 0.0033 0.0003 0.0013 0.106
H 5.980 5.271 -2.528 -0.0130 0.0057 0.0057 0.103
H 1.246 4.536 -4.409 0.0169 -0.0153 -0.0064 0.107
H -2.617 -2.479 -0.882 -0.0199 -0.1042 -0.0760 0.061
H -2.101 1.690 0.361 -0.1878 -0.3137 0.0924 0.125
H 5.335 5.370 5.770 0.0066 -0.0301 0.0066 0.101
H 1.881 -4.725 0.452 0.0292 0.0032 -0.0018 0.103
H 3.666 4.901 -3.345 0.0201 0.0128 0.0257 0.094
H -2.599 -1.208 -3.038 -0.0026 0.0183 -0.0101 0.082
H 0.438 0.737 0.912 0.1925 -0.1058 0.0490 0.160
H -4.004 1.539 -3.418 -0.0379 0.0317 0.0052 0.105
H 1.600 -9.031 2.716 -0.0118 -0.0070 -0.0040 0.101
H -4.573 -1.980 1.738 -0.0369 0.0011 0.0855 0.093
H -3.971 -0.320 0.227 -0.0928 -0.0378 0.0484 0.075
H 2.309 4.353 2.087 -0.0255 -0.0137 -0.0288 0.085
H -2.377 -6.073 -3.195 0.0002 -0.0102 0.0249 0.099
H 4.888 2.986 5.232 0.0035 0.0034 0.0128 0.100
H -4.637 -2.689 4.114 -0.0017 0.0267 -0.0099 0.108
H 2.880 6.672 2.765 -0.0182 -0.0183 -0.0201 0.101
H -0.305 -8.038 1.468 0.0069 -0.0228 0.0189 0.104
H 7.293 2.431 -5.465 -0.0050 -0.0082 -0.0110 0.101
```
Positions in Å, forces in eV/Å.

Output
orbital gap	9.68	eV
2S+1	1
SMILES	O=C1OC[C@@H](C(F)(F)C(F)F)O1.c1ccncc1.c1ccncc1.c1ccncc1.c1ccncc1.c1ccncc1.c1ccncc1.c1ccncc1
F_max	0.7	eV Å⁻¹
electronic energy	-69554.7244	eV